Molecular formula: C40H55N5O18
Method: DFT, ωB97M-V/def2-TZVPD

```
118
Properties=species:S:1:pos:R:3:forces:R:3
N 4.1981 -0.3887 -1.1894 -0.2543 0.6471 0.1126
C 3.5449 -0.5464 -2.3666 0.5499 -0.3927 1.3984
C 3.8038 -1.5992 -3.2120 0.6785 -1.3083 0.5091
C 4.8401 -2.5026 -2.8663 -0.2685 1.2855 0.8374
C 5.5166 -2.3028 -1.6411 -0.4408 -0.3157 -1.4736
C 5.1518 -1.2365 -0.8206 -0.4374 -0.9174 -1.3232
H 2.7135 0.1173 -2.5526 0.0651 0.2318 -0.0136
H 3.1033 -1.8456 -3.9961 0.3650 0.2592 -0.3831
H 5.0962 -3.3071 -3.5399 0.0276 -0.1723 0.0931
H 6.2988 -2.9879 -1.3492 0.0944 -0.0183 0.0930
H 5.6354 -1.2206 0.1450 -0.2038 0.7602 0.2802
N -0.6638 2.0378 -4.3501 0.8322 -2.0959 1.1790
C 0.4198 1.9172 -5.1510 -0.8758 -0.4257 1.2604
C 1.1611 0.7348 -5.2517 -0.5081 0.5116 0.0273
C 0.7573 -0.3932 -4.5389 0.5897 0.6386 -0.5652
C -0.2824 -0.2964 -3.6268 0.2491 0.3155 -0.4718
C -0.9196 0.9311 -3.5364 -0.2012 1.3569 -1.6248
H 0.7071 2.8267 -5.6576 0.0257 -0.0452 -0.3374
H 2.0200 0.7624 -5.9058 0.0817 -0.3600 -0.0446
H 1.3080 -1.3047 -4.7187 -0.1913 -0.2049 0.2028
H -0.5691 -1.1593 -3.0440 -0.1698 0.1957 0.1383
H -1.7641 1.0324 -2.8709 -0.0319 0.1143 0.1603
C -1.7168 4.6767 2.5259 1.0874 -1.8662 0.4895
C -2.7814 4.7631 3.5288 -0.7723 -1.6769 2.1393
O -3.4667 5.9722 3.2910 -0.6539 0.4892 0.2798
C -2.9228 6.5454 2.2129 -0.0845 2.3444 -1.2875
O -3.2238 7.5767 1.6363 -0.1910 -1.8628 1.5468
O -1.8788 5.8344 1.8216 1.1848 0.8835 -2.3341
H -1.8466 3.7583 1.9533 0.2076 0.3031 -0.6444
H -0.7602 4.6316 3.0465 0.3322 0.2058 -0.5587
H -2.2752 4.6809 4.4906 -0.6282 0.8280 0.5132
H -3.4517 3.9040 3.5013 -0.4128 0.2921 -0.2383
C 2.9658 1.1691 1.7125 1.9238 -0.6540 -1.0244
C 4.1760 2.0944 1.6192 1.6142 -0.6879 -0.9536
O 3.6421 3.3889 1.7893 -0.1711 0.0014 0.6007
C 2.5367 3.2208 2.5312 -0.7378 3.1858 0.9383
O 2.0043 4.1207 3.1609 0.6120 -1.9015 -1.0663
O 2.1255 1.9658 2.4806 -1.9523 -0.4178 0.9583
H 3.2024 0.2403 2.2317 -0.1019 0.0875 0.1902
H 2.5917 0.8848 0.7289 -0.4576 0.4164 0.0457
H 4.7767 2.1087 0.7097 -0.6106 -0.3059 -0.3651
H 4.9269 1.8576 2.3729 -0.2279 0.2248 0.6071
C 3.4336 -3.8130 1.0269 0.0724 -0.7576 -1.1072
C 1.9844 -4.2134 1.2660 -0.0243 -1.2080 -0.2657
O 1.7189 -3.5786 2.4820 -2.0263 -0.0085 0.6858
C 2.5845 -2.6610 2.7073 0.7558 4.0975 5.2309
O 2.5417 -1.8797 3.6988 0.0108 -2.2684 -3.4238
O 3.5950 -2.6889 1.8671 0.8802 0.2821 -0.5279
H 3.7013 -3.5341 0.0077 -0.2867 0.0581 0.0277
H 4.0718 -4.6477 1.3169 0.3549 0.2613 0.3052
H 1.8899 -5.2519 1.5833 -0.0476 -0.2814 -1.0387
H 1.2564 -3.9128 0.5125 0.1255 -0.0549 -0.0249
C -5.7877 2.1882 -1.9374 -0.0568 -0.1015 -0.8662
C -4.4939 1.5550 -2.2832 0.6067 -0.1766 -1.1247
O -3.9120 1.3779 -0.9966 1.2272 -1.1806 0.1623
C -4.4269 2.2339 -0.0982 0.7332 0.8812 -1.6683
O -3.8983 2.5355 0.9305 -0.7617 -0.4039 0.0184
O -5.4723 2.8321 -0.6979 -1.5486 0.2884 0.8324
H -6.4772 1.3446 -1.9680 -0.7985 0.4376 1.2670
H -6.1233 2.9068 -2.6852 0.0513 0.2268 0.3901
H -3.8975 2.1724 -2.9549 0.5467 0.2965 0.4664
H -4.6094 0.6146 -2.8221 0.1152 -0.2012 0.5209
C -0.3445 -0.1973 1.8752 -1.2171 1.1472 -0.2078
C -1.0898 0.4562 0.7499 -1.8735 1.2632 0.0485
O -0.8323 -0.3441 -0.4129 0.7959 -0.0958 -0.1729
C 0.3124 -1.0155 -0.2018 0.7120 -1.5283 -0.6090
O 0.9408 -1.6941 -1.0383 -1.8984 2.3159 3.1995
O 0.6120 -0.8863 1.1581 2.3728 -2.0502 -1.7642
H -1.0288 -0.8245 2.4465 0.3977 -0.5208 0.0929
H 0.0865 0.5721 2.5158 0.3025 -0.2902 0.0248
H -0.8279 1.5032 0.5974 0.5431 -0.1236 -0.3912
H -2.1633 0.4949 0.9352 -0.0395 -0.2969 -0.2402
C 1.6552 0.5194 5.4603 -0.9127 -0.3056 -0.3111
C 0.1880 0.0566 5.5952 0.3866 0.3923 -0.3269
O 0.2554 -0.9678 6.5768 -0.5552 -0.5562 0.3523
C 1.4115 -0.8815 7.2649 0.2518 -1.2595 3.0508
O 1.6745 -1.4162 8.3508 -1.0887 1.1115 -3.2798
O 2.2388 -0.0717 6.6486 1.2408 1.5619 -1.1738
H 1.7088 1.6059 5.3907 0.2911 0.0239 0.8453
H 2.1136 0.1724 4.5343 0.1986 -0.5573 0.4792
H -0.2362 -0.3045 4.6584 0.1872 -0.3935 0.1994
H -0.4705 0.8522 5.9440 0.0479 0.0453 0.2504
C -3.8554 -3.3491 2.3450 0.3158 0.3481 -0.1618
C -3.3733 -3.0305 0.9056 -1.2371 0.7760 0.9375
C -4.5254 -2.4377 0.0723 -0.0286 -0.1753 -1.8448
C -4.1049 -2.0111 -1.2922 0.2423 -0.3117 1.1483
N -3.7484 -1.6929 -2.3307 0.1077 0.2367 -0.6589
H -4.3168 -2.4939 2.8388 0.0231 0.3519 -0.2645
H -2.9738 -3.5637 2.9491 -0.1443 -0.4366 0.0799
H -4.6113 -4.1297 2.4305 0.3101 -0.3046 -0.2456
H -2.9419 -3.9101 0.4279 0.0297 0.1995 -0.0879
H -2.6434 -2.2259 0.9960 0.3892 -0.2496 -0.1585
H -5.0473 -1.5610 0.4557 0.2407 -0.0940 0.6719
H -5.2977 -3.1643 -0.1802 -0.1458 -0.2928 0.5343
C 2.9482 -7.1950 -3.0300 0.1218 -0.1643 -0.7420
C 3.0653 -5.8026 -2.3714 -0.3429 -1.4810 -0.9282
C 1.9710 -4.8369 -2.8649 -1.1382 0.5197 2.3477
C 0.6852 -4.9442 -2.1026 2.0764 -0.7383 -1.7811
N -0.3043 -5.0485 -1.5606 -1.7289 -0.0563 1.1706
H 3.7848 -7.8704 -2.8512 0.2976 0.3429 0.2658
H 2.8943 -7.1015 -4.1147 -0.0261 0.0727 -0.1350
H 2.0831 -7.7926 -2.7427 -0.2946 0.4399 0.2572
H 4.0247 -5.3543 -2.6295 0.0515 -0.0967 0.1559
H 3.0363 -6.0505 -1.3103 -0.1298 0.8946 0.2249
H 1.7166 -4.8317 -3.9248 0.4469 -0.1075 0.0232
H 2.2190 -3.8434 -2.4912 0.5830 0.4510 -0.7411
C -3.4902 5.6764 -2.5417 1.0635 -0.1088 0.5871
C -2.2697 5.4806 -1.5939 -0.3065 0.3492 0.1004
C -1.3214 4.3645 -2.0287 0.1114 -0.1353 0.9013
C -0.2758 3.9826 -1.0060 -0.2898 0.4630 -0.2465
N 0.5033 3.7076 -0.1968 -0.6433 0.0250 -0.6490
H -3.9512 6.6002 -2.1923 -0.3154 -0.0945 -0.3858
H -4.2092 4.8574 -2.5215 -0.0146 -0.0456 0.2915
H -3.1549 5.7594 -3.5755 -0.0228 0.2740 -0.0452
H -2.6098 5.3462 -0.5671 -0.0525 -0.1478 -0.0334
H -1.7041 6.4123 -1.5803 -0.0326 0.0959 0.0440
H -0.8525 4.7074 -2.9510 0.1691 -0.6238 -0.0317
H -1.9330 3.4746 -2.1774 0.3050 -0.1952 -0.4173
```
Positions in Å, forces in eV/Å.

The HOMO-LUMO gap is 0.371 Eh. As for the multiplicity: 1. As for the SMILES: O=C1OCCO1.O=C1OCCO1.O=C1OCCO1.O=C1OCCO1.O=C1OCCO1.O=C1OCCO1.c1ccncc1.c1ccncc1.CCCC#N.CCCC#N.CCCC#N. The energy above the lowest of the compared OMol25 structures with the same formula, charge and spin comes out at 0.0 kcal/mol. The HOMO energy is -9.9 eV.

Here are the Löwdin charges for atoms 1 to 99, given in e:
1. N 0.0812
2. C -0.1309
3. C -0.0737
4. C -0.0640
5. C -0.0777
6. C -0.1576
7. H 0.0987
8. H 0.0758
9. H 0.0970
10. H 0.1004
11. H 0.1077
12. N 0.0641
13. C -0.1467
14. C -0.0711
15. C -0.0909
16. C -0.0670
17. C -0.1090
18. H 0.0984
19. H 0.0994
20. H 0.0855
21. H 0.0944
22. H 0.0755
23. C -0.1792
24. C -0.1428
25. O 0.1076
26. C -0.5551
27. O 0.1291
28. O 0.0760
29. H 0.1107
30. H 0.1288
31. H 0.1329
32. H 0.1279
33. C -0.1307
34. C -0.1195
35. O 0.0798
36. C -0.5804
37. O 0.1180
38. O 0.0396
39. H 0.1195
40. H 0.1138
41. H 0.1283
42. H 0.1309
43. C -0.0996
44. C -0.1017
45. O 0.1021
46. C -0.5856
47. O 0.0806
48. O 0.0877
49. H 0.1097
50. H 0.1353
51. H 0.1412
52. H 0.1069
53. C -0.1181
54. C -0.1621
55. O 0.0357
56. C -0.5522
57. O 0.1527
58. O 0.0798
59. H 0.1344
60. H 0.1382
61. H 0.1190
62. H 0.1073
63. C -0.1485
64. C -0.1085
65. O 0.0608
66. C -0.4353
67. O 0.0873
68. O 0.0329
69. H 0.1291
70. H 0.1232
71. H 0.1109
72. H 0.1157
73. C -0.0824
74. C -0.1067
75. O 0.0624
76. C -0.5582
77. O 0.1047
78. O 0.0864
79. H 0.1265
80. H 0.0855
81. H 0.1024
82. H 0.1270
83. C -0.0989
84. C -0.2196
85. C -0.1744
86. C -0.2147
87. N 0.1617
88. H 0.0692
89. H 0.0698
90. H 0.0733
91. H 0.1143
92. H 0.0855
93. H 0.1161
94. H 0.1187
95. C -0.1070
96. C -0.2340
97. C -0.1575
98. C -0.2387
99. N 0.1515